C5H8N2O2 in the gas phase in a non-equilibrium geometry. Source: the OMol25 dataset; level of theory: the ωB97M-V functional and the def2-TZVPD basis.

CARTESIAN COORDINATES (ANGSTROEM)
C 0.37 1.34 -0.52
C 0.15 0.02 -1.14
C -0.10 -0.85 0.05
C -1.35 -1.60 0.37
C 0.65 -0.17 1.19
H 0.71 3.11 0.57
H -0.65 0.15 -1.88
H 1.14 -0.25 -1.59
H -2.23 -1.68 -0.27
H -1.61 -1.61 1.43
H -0.17 -2.58 -0.99
H 1.65 -0.61 1.33
H 0.09 -0.16 2.09
N 0.21 2.45 -1.08
N -0.14 -2.29 0.00
O 0.52 3.53 -0.30
O 0.78 1.19 0.76

Energy relative to the best compared isomer or geometry (same formula, charge and spin): 401.39 kJ/mol
Strongest force on any atom: 1.44 eV Å⁻¹
HOMO level: -9.09 eV
Net charge: 0
Orbital gap: 9.848 eV
SMILES string: O/N=C1/C[C@]2(CN2)CO1

***

2 unconnected molecules or ions with the total composition HNO4S in a non-equilibrium geometry. Source: the OMol25 dataset; level of theory: the ωB97M-V functional and the def2-TZVPD basis.

CARTESIAN COORDINATES (ANGSTROEM)
N 1.48 -0.61 -2.47
O 0.84 -0.22 -3.53
O -0.71 -1.02 2.17
O 0.09 1.29 2.30
O 0.99 -0.33 -1.33
S -0.57 0.26 1.42
H -2.13 0.63 1.45

Energy relative to the best compared isomer or geometry (same formula, charge and spin): 0.00 kJ/mol
Strongest force on any atom: 2.77 eV Å⁻¹
HOMO level: 0.24 eV
Net charge: -2
Orbital gap: 6.529 eV

***

2 unconnected molecules or ions with the total composition C2H3NO2S in a non-equilibrium geometry. Source: the OMol25 dataset; level of theory: the ωB97M-V functional and the def2-TZVPD basis.

CARTESIAN COORDINATES (ANGSTROEM)
C -1.53 -0.01 -0.63
C -1.00 1.21 -0.25
N 2.24 -1.19 0.90
O 1.77 -1.10 -0.15
O 3.25 -1.43 1.44
S -0.19 1.52 1.18
H -1.93 -0.21 -1.54
H -1.64 -0.82 0.04
H -0.98 2.03 -1.00

Energy relative to the best compared isomer or geometry (same formula, charge and spin): 601.02 kJ/mol
Strongest force on any atom: 3.59 eV Å⁻¹
HOMO level (spin up / spin down): -8.88 / -9.18 eV
Net charge: 0
Orbital gap (spin up / spin down): 6.837 / 8.326 eV

***

A molecular structure, C18H48AlF2N6O8P2 in a non-equilibrium geometry. Source: the OMol25 dataset; level of theory: the ωB97M-V functional and the def2-TZVPD basis.

CARTESIAN COORDINATES (ANGSTROEM)
Al 1.71 -0.50 -0.39
F 3.84 -2.28 -1.44
F 0.20 -0.95 2.12
O 1.36 2.20 0.84
P 0.88 3.37 1.63
N 2.18 4.17 2.48
C 1.92 5.48 3.16
C 3.26 3.35 3.05
N -0.24 3.11 2.87
C -1.50 2.30 2.62
C 0.02 3.31 4.30
N 0.19 4.65 0.76
C -1.03 5.41 1.09
C 0.77 4.93 -0.61
H 1.02 5.92 2.73
H 2.75 6.16 2.95
H 1.80 5.38 4.23
H 3.00 2.90 4.01
H 4.11 3.94 3.38
H 3.61 2.61 2.32
H -2.32 2.58 3.28
H -1.96 2.46 1.64
H -1.25 1.25 2.76
H -0.16 2.39 4.86
H 1.07 3.53 4.47
H -0.61 4.17 4.53
H -0.91 5.63 2.15
H -1.21 6.38 0.62
H -1.85 4.73 0.84
H 1.02 5.98 -0.70
H -0.06 4.69 -1.27
H 1.62 4.27 -0.78
O -0.41 -2.18 -1.60
P -1.19 -3.07 -2.55
N -2.45 -2.29 -3.38
C -3.81 -2.36 -2.78
C -2.24 -1.22 -4.44
N -1.85 -4.43 -1.76
C -2.60 -5.40 -2.50
C -1.20 -4.92 -0.58
N -0.26 -3.63 -3.93
C -0.77 -4.49 -4.96
C 1.15 -3.28 -4.14
H -4.05 -1.33 -2.50
H -3.77 -2.92 -1.84
H -4.50 -2.78 -3.51
H -1.83 -1.75 -5.30
H -1.54 -0.47 -4.06
H -3.14 -0.69 -4.74
H -3.44 -5.75 -1.90
H -3.01 -4.91 -3.38
H -1.83 -6.10 -2.82
H -0.24 -5.35 -0.86
H -0.99 -4.07 0.08
H -1.89 -5.49 0.03
H -1.86 -4.52 -4.90
H -0.51 -3.94 -5.86
H -0.34 -5.49 -4.89
H 1.70 -4.16 -4.48
H 1.60 -2.98 -3.18
H 1.25 -2.39 -4.76
C 5.65 -2.90 1.53
O 4.81 -2.70 2.66
C 3.89 -1.70 2.73
O 3.65 -0.98 1.79
O 3.43 -1.53 4.01
C 2.84 -0.29 4.37
H 5.24 -3.57 0.78
H 6.60 -3.37 1.81
H 5.91 -2.00 0.98
H 2.91 -0.26 5.46
H 1.85 -0.23 3.93
H 3.36 0.60 4.00
C -2.62 -1.29 0.82
O -3.09 -0.42 -0.19
C -2.24 0.56 -0.72
O -1.01 0.66 -0.52
O -3.02 1.46 -1.31
C -2.53 2.60 -1.89
H -3.49 -1.60 1.40
H -1.91 -0.78 1.47
H -2.14 -2.15 0.35
H -1.62 2.38 -2.43
H -2.46 3.53 -1.32
H -3.21 2.80 -2.72

Strongest force on any atom: 3.53 eV Å⁻¹
HOMO level: -11.10 eV
Net charge: +1
Orbital gap: 2.552 eV

***

A molecular structure, C2HO3Sc in a non-equilibrium geometry. Source: the OMol25 dataset; level of theory: the ωB97M-V functional and the def2-TZVPD basis.

CARTESIAN COORDINATES (ANGSTROEM)
O -1.05 -0.19 1.05
O 0.08 -2.45 -0.97
O 0.32 0.89 0.00
C 0.11 -1.36 -0.58
C -0.47 -0.15 -0.09
Sc 1.41 2.43 -0.74
H -0.40 0.83 1.34

2S+1: 2
Energy relative to the best compared isomer or geometry (same formula, charge and spin): 0.00 kJ/mol
Strongest force on any atom: 9.03 eV Å⁻¹
HOMO level (spin up / spin down): -23.62 / -28.18 eV
Net charge: +3
Orbital gap (spin up / spin down): 4.995 / 9.645 eV

***

A molecular structure, C13H17AlN3OSiTe4 in a non-equilibrium geometry. Source: the OMol25 dataset; level of theory: the ωB97M-V functional and the def2-TZVPD basis.

CARTESIAN COORDINATES (ANGSTROEM)
Al -0.61 -0.84 -0.89
C 0.41 -2.15 2.97
C 0.08 -1.00 3.71
C -0.49 0.09 3.10
C -0.68 0.06 1.69
N -0.35 -1.08 1.00
C 0.16 -2.16 1.61
C -1.21 1.16 0.88
C -1.69 2.39 1.41
C -2.07 3.40 0.53
C -1.97 3.18 -0.85
C -1.49 1.98 -1.32
N -1.10 1.00 -0.48
H 0.87 -3.00 3.45
H 0.30 -0.97 4.76
H -0.70 1.00 3.65
H 0.38 -3.03 1.00
H -1.68 2.54 2.48
H -2.37 4.37 0.88
H -2.25 3.94 -1.57
H -1.39 1.77 -2.38
Te -3.69 -2.21 0.49
Te -4.18 -3.16 -2.08
Te -2.05 -4.65 -2.75
Te 0.08 -2.90 -2.48
C 2.04 1.03 -2.70
Si 1.86 -0.03 -1.18
C 2.31 0.98 0.33
C 3.11 -1.40 -1.22
H 3.08 1.37 -2.78
H 1.43 1.92 -2.68
H 1.81 0.51 -3.62
H 3.34 1.31 0.18
H 2.28 0.40 1.26
H 1.72 1.89 0.46
H 4.09 -0.95 -1.38
H 2.94 -2.10 -2.04
H 3.12 -1.97 -0.30
O -2.93 -1.29 -2.21
N -2.51 -1.41 -0.92

Strongest force on any atom: 4.19 eV Å⁻¹
HOMO level (spin up / spin down): -9.46 / -9.47 eV
Net charge: +1
Orbital gap (spin up / spin down): 4.406 / 4.382 eV

***

C25H31N3O4 in the gas phase. Source: the OMol25 dataset; level of theory: the ωB97M-V functional and the def2-TZVPD basis.

CARTESIAN COORDINATES (ANGSTROEM)
C 8.13 -0.15 -0.01
H 9.09 -0.66 -0.02
H 8.05 0.43 0.91
H 8.09 0.55 -0.84
C 6.98 -1.16 -0.10
C 5.66 -0.45 -0.08
C 5.02 -0.17 1.12
C 3.82 0.51 1.14
C 3.23 0.93 -0.04
C 3.86 0.66 -1.25
C 5.06 -0.02 -1.26
H 5.54 -0.23 -2.20
H 3.41 0.99 -2.17
N 2.01 1.61 0.05
C 1.22 2.08 -0.94
O 1.44 2.02 -2.13
C -0.07 2.71 -0.38
N -0.96 1.69 0.13
C -0.80 1.10 1.32
O 0.08 1.43 2.10
C -1.77 -0.04 1.64
N -2.62 -0.37 0.52
C -3.93 0.01 0.55
O -4.38 0.73 1.41
O -4.59 -0.50 -0.50
C -6.00 -0.19 -0.70
C -6.82 -0.71 0.48
H -6.64 -1.77 0.62
H -7.88 -0.55 0.28
H -6.55 -0.18 1.39
C -6.19 1.31 -0.89
H -5.91 1.84 0.01
H -5.57 1.67 -1.71
H -7.23 1.52 -1.12
C -6.36 -0.95 -1.98
H -6.18 -2.01 -1.85
H -7.41 -0.79 -2.22
H -5.75 -0.60 -2.81
C -2.13 -1.31 -0.49
C -0.65 -1.52 -0.40
C 0.12 -1.70 -1.54
C 1.48 -1.96 -1.42
C 2.07 -2.03 -0.17
C 1.30 -1.83 0.97
C -0.05 -1.57 0.86
C -0.93 -1.26 2.04
H -0.33 -1.01 2.91
H -1.59 -2.09 2.28
H 1.76 -1.86 1.94
H 3.12 -2.23 -0.08
H 2.08 -2.09 -2.31
H -0.33 -1.64 -2.51
H -2.41 -0.94 -1.48
H -2.64 -2.28 -0.35
H -2.42 0.29 2.46
H -1.67 1.33 -0.49
H -0.57 3.26 -1.17
H 0.18 3.39 0.44
H 1.63 1.68 1.00
H 3.33 0.72 2.08
H 5.47 -0.49 2.05
H 7.08 -1.73 -1.02
H 7.04 -1.85 0.74

Energy relative to the best compared isomer or geometry (same formula, charge and spin): 0.00 kJ/mol
Strongest force on any atom: 0.71 eV Å⁻¹
HOMO level: -8.10 eV
Net charge: 0
Orbital gap: 8.658 eV
SMILES string: CCc1ccc(NC(=O)CNC(=O)[C@@H]2Cc3ccccc3CN2C(=O)OC(C)(C)C)cc1